10
Properties=species:S:1:pos:R:3 method="wB97M-V/def2-TZVPD" e_above_lowest_kcal_mol=63.9 mol_weight_da=84.06 e_tot_ha=-496.59887 smiles="C=PC1=CC1" orbital_gap_ev=8.91
C -0.19 -1.12 0.54
C 0.09 -1.98 -0.66
H -1.08 -1.18 0.98
C 0.20 2.19 -0.96
P 0.07 0.93 -2.04
C -0.11 -0.70 -0.90
H 0.08 3.26 -1.44
H 0.54 2.11 0.06
H 0.34 -2.91 -1.00
H 0.72 -1.02 1.20